{"formula": "C14H13N3O", "method": "ωB97M-V/def2-TZVPD", "energy_ev": -21243.27403, "total_charge": 0, "smiles": "CO/N=C1/c2ccccc2-c2n[nH]c(C3CC3)c21", "e_lumo_ha": 0.007, "e_homo_ev": -8.36, "symbols": ["C", "O", "N", "C", "C", "C", "C", "C", "C", "C", "C", "N", "N", "C", "C", "C", "C", "C", "H", "H", "H", "H", "H", "H", "H", "H", "H", "H", "H", "H", "H"], "coordinates": [[1.450, -2.940, -2.024], [0.828, -2.121, -1.015], [-0.055, -1.150, -1.548], [-0.497, -0.239, -0.720], [-1.462, 0.802, -1.134], [-2.182, 1.026, -2.313], [-3.094, 2.100, -2.433], [-3.298, 3.003, -1.357], [-2.611, 2.793, -0.159], [-1.741, 1.666, -0.054], [-0.992, 1.179, 1.046], [-0.848, 1.488, 2.309], [0.076, 0.574, 2.779], [0.490, -0.291, 1.762], [1.625, -1.273, 1.877], [2.849, -1.071, 1.007], [2.923, -0.805, 2.519], [-0.240, 0.082, 0.670], [2.186, -2.339, -2.550], [1.975, -3.757, -1.563], [0.725, -3.274, -2.716], [-1.988, 0.320, -3.082], [-3.673, 2.267, -3.334], [-3.994, 3.798, -1.478], [-2.826, 3.420, 0.702], [0.377, 0.545, 3.748], [1.337, -2.306, 2.135], [3.374, -1.971, 0.657], [2.849, -0.233, 0.287], [3.462, -1.521, 3.136], [2.975, 0.228, 2.847]], "atomic_forces_ev_per_a": [[-0.005, 1.803, 0.206], [-0.478, 0.690, 0.737], [-0.239, 0.357, 0.287], [1.395, -1.864, -1.246], [-1.704, 1.517, -0.514], [-0.010, 0.475, 0.532], [0.553, -0.047, 0.930], [1.156, -1.718, -0.337], [0.218, -1.205, -0.221], [-1.490, 1.812, -1.177], [0.272, 0.046, 1.854], [0.473, -0.054, 1.178], [0.015, -0.534, -1.812], [0.588, 0.048, 0.939], [-0.165, -0.056, 0.590], [0.056, -0.120, 0.496], [-0.191, 0.040, -0.808], [1.091, -1.284, 0.034], [0.138, 0.106, -0.203], [-0.120, -0.280, 0.594], [-0.808, -0.524, -0.715], [-0.192, -0.293, -0.960], [0.219, -0.239, -0.061], [-0.370, 0.537, 0.041], [0.276, -0.124, -0.075], [-0.257, 0.263, -0.496], [0.114, 0.606, -0.397], [-0.425, 0.489, 0.124], [-0.040, -0.521, 0.690], [-0.102, 0.189, -0.173], [0.034, -0.114, -0.037]]}



{"formula": "C14H14BrCoN4O2Se", "method": "ωB97M-V/def2-TZVPD", "energy_ev": -197810.81691, "total_charge": 1, "spin_multiplicity": 2, "e_lumo_ha": [-0.143, -0.138], "e_homo_ev": [-11.90, -11.90], "symbols": ["Co", "N", "C", "C", "C", "O", "O", "H", "H", "H", "H", "H", "H", "Br", "C", "C", "C", "C", "C", "N", "H", "H", "H", "H", "Se", "N", "C", "C", "C", "C", "C", "C", "N", "H", "H", "H", "H"], "coordinates": [[0.731, -1.153, -0.238], [2.600, -1.831, -0.493], [3.361, -2.320, 0.700], [2.884, -1.634, 1.967], [1.494, -2.130, 2.332], [1.280, -2.739, 3.347], [0.544, -1.871, 1.447], [2.545, -2.589, -1.170], [3.142, -1.108, -0.958], [4.425, -2.153, 0.537], [3.205, -3.396, 0.778], [2.877, -0.551, 1.816], [3.551, -1.861, 2.795], [1.312, 0.448, -2.485], [1.179, 1.590, -0.956], [1.291, 2.959, -1.035], [1.122, 3.652, 0.158], [0.852, 2.959, 1.329], [0.764, 1.580, 1.288], [0.935, 0.906, 0.146], [1.492, 3.460, -1.970], [1.197, 4.731, 0.165], [0.709, 3.481, 2.264], [0.549, 0.978, 2.162], [-2.004, -2.313, 0.991], [-1.319, -1.158, -0.218], [-2.332, -0.499, -0.772], [-2.247, 0.527, -1.760], [-3.392, 1.095, -2.211], [-4.686, 0.699, -1.739], [-4.817, -0.276, -0.813], [-3.636, -0.906, -0.305], [-3.651, -1.871, 0.594], [-1.288, 0.834, -2.146], [-3.337, 1.874, -2.962], [-5.558, 1.193, -2.142], [-5.776, -0.605, -0.440]], "atomic_forces_ev_per_a": [[-0.552, -0.013, -0.052], [0.136, 0.062, 0.015], [-0.033, -0.033, -0.035], [-0.012, 0.027, -0.017], [-0.020, -0.056, 0.062], [-0.032, 0.067, 0.010], [0.095, -0.241, -0.018], [0.029, 0.028, -0.033], [0.026, 0.008, 0.034], [0.001, 0.002, 0.005], [-0.003, 0.005, 0.010], [0.002, 0.007, 0.024], [0.010, -0.019, -0.014], [0.059, 0.080, -0.022], [-0.008, -0.100, -0.071], [-0.005, 0.030, 0.030], [0.005, 0.001, -0.015], [-0.001, 0.002, 0.010], [0.014, -0.014, -0.036], [0.069, 0.076, -0.062], [0.000, -0.008, -0.005], [-0.001, 0.000, -0.002], [-0.001, -0.006, 0.003], [0.000, 0.021, 0.013], [-0.147, -0.050, 0.052], [0.314, 0.193, 0.273], [-0.045, -0.100, -0.165], [0.007, -0.009, 0.053], [-0.050, 0.003, -0.002], [0.027, 0.033, -0.033], [0.025, -0.036, 0.026], [-0.016, 0.010, -0.062], [0.133, 0.014, 0.022], [-0.015, 0.015, -0.001], [0.009, 0.001, 0.002], [-0.011, -0.010, 0.008], [-0.008, 0.010, -0.008]]}



{"formula": "C14H14BrIN5O2SSc", "method": "ωB97M-V/def2-TZVPD", "energy_ev": -135955.70203, "total_charge": 2, "e_lumo_ha": -0.284, "e_homo_ev": -14.51, "symbols": ["Sc", "C", "C", "N", "N", "C", "N", "S", "C", "C", "C", "C", "C", "N", "H", "H", "H", "H", "H", "H", "H", "H", "H", "H", "Br", "C", "C", "C", "C", "C", "C", "I", "H", "H", "H", "H", "O", "N", "O"], "coordinates": [[-0.240, -0.566, 0.312], [2.437, 2.799, -1.106], [1.823, 1.611, -0.452], [0.563, 1.423, -0.283], [-0.372, 2.376, -0.598], [-1.483, 2.394, 0.188], [-2.361, 3.356, -0.011], [-1.735, 1.227, 1.405], [2.659, 0.562, 0.194], [4.037, 0.600, 0.204], [4.732, -0.358, 0.945], [4.026, -1.312, 1.646], [2.638, -1.297, 1.573], [1.967, -0.387, 0.870], [1.790, 3.240, -1.862], [3.363, 2.528, -1.606], [2.670, 3.557, -0.353], [-0.112, 3.165, -1.174], [-2.247, 4.066, -0.720], [-3.202, 3.381, 0.546], [4.579, 1.360, -0.338], [5.813, -0.340, 0.968], [4.524, -2.064, 2.241], [2.055, -2.052, 2.091], [3.695, -4.844, -1.441], [2.452, -4.967, -0.036], [2.668, -5.911, 0.962], [1.780, -6.031, 2.018], [0.658, -5.216, 2.086], [0.428, -4.277, 1.093], [1.328, -4.152, 0.041], [0.965, -2.733, -1.459], [3.535, -6.554, 0.901], [1.959, -6.775, 2.782], [-0.053, -5.325, 2.893], [-0.488, -3.698, 1.114], [-1.889, -1.836, 0.545], [-2.436, -1.494, -0.548], [-1.726, -0.660, -1.177]], "atomic_forces_ev_per_a": [[0.089, 0.120, 0.280], [-0.014, 0.011, -0.022], [0.000, -0.002, 0.080], [0.023, 0.082, -0.235], [0.044, -0.015, -0.014], [-0.037, 0.025, 0.026], [0.066, 0.016, -0.053], [0.031, -0.090, 0.008], [0.016, -0.004, 0.041], [-0.075, -0.031, -0.004], [0.011, 0.019, -0.021], [-0.013, -0.003, -0.005], [0.077, -0.013, -0.029], [-0.072, -0.152, 0.016], [-0.006, 0.008, 0.014], [0.004, 0.004, 0.010], [0.000, 0.003, 0.000], [-0.036, 0.009, 0.018], [-0.028, 0.006, 0.005], [0.003, -0.012, 0.002], [0.005, 0.006, 0.000], [0.000, -0.010, 0.009], [0.001, -0.003, -0.002], [-0.009, 0.018, 0.001], [0.018, 0.016, -0.017], [0.042, 0.056, 0.056], [0.009, 0.005, -0.001], [-0.040, 0.030, 0.013], [0.054, -0.033, 0.004], [-0.151, 0.037, -0.078], [0.155, -0.056, 0.142], [-0.217, 0.008, -0.127], [0.005, -0.003, -0.017], [0.003, -0.005, 0.003], [-0.002, -0.002, 0.004], [0.023, -0.001, -0.020], [0.006, -0.026, 0.068], [-0.070, -0.023, -0.103], [0.082, 0.008, -0.054]]}



{"formula": "C14H14ClLuNO2", "method": "ωB97M-V/def2-TZVPD", "energy_ev": -66469.72013, "total_charge": -1, "e_lumo_ha": [0.088, 0.088], "e_homo_ev": [-3.84, -1.88], "symbols": ["C", "C", "C", "C", "C", "Lu", "N", "C", "C", "H", "H", "H", "H", "H", "H", "H", "H", "H", "H", "Cl", "C", "C", "C", "C", "C", "C", "C", "O", "O", "H", "H", "H", "H"], "coordinates": [[-0.329, 0.733, -3.710], [1.073, 0.770, -3.408], [1.267, 1.580, -2.257], [-0.011, 2.039, -1.823], [-1.003, 1.551, -2.734], [-0.663, -0.687, -1.573], [-3.985, -0.355, -1.805], [0.615, -2.273, -2.226], [1.968, -2.142, -2.344], [2.224, 1.883, -1.845], [1.863, 0.323, -3.998], [-0.172, 2.765, -1.039], [-2.064, 1.776, -2.723], [-0.791, 0.290, -4.588], [2.388, -1.686, -3.257], [0.118, -2.457, -1.294], [-3.719, -1.397, -1.961], [2.649, -2.310, -1.512], [-0.021, -2.085, -3.053], [-0.398, 0.357, 6.941], [-0.184, 0.285, 5.244], [0.471, -0.815, 4.670], [0.604, -0.890, 3.280], [0.035, 0.091, 2.460], [-0.569, 1.217, 3.041], [-0.676, 1.322, 4.432], [-0.101, -0.160, 0.994], [0.566, -1.066, 0.355], [-1.001, 0.494, 0.312], [0.856, -1.609, 5.308], [1.123, -1.725, 2.814], [-0.973, 2.002, 2.404], [-1.158, 2.180, 4.899]], "atomic_forces_ev_per_a": [[0.364, 0.525, 0.583], [-0.704, 0.394, 0.277], [-0.841, -0.402, -0.454], [-0.136, -0.155, -1.275], [0.876, 0.171, -0.006], [-1.977, 4.353, 0.052], [2.009, -1.771, -0.163], [0.041, -0.389, 0.257], [2.318, -0.116, -0.513], [-0.176, -0.284, 0.081], [-0.151, -0.073, 0.133], [-0.121, -0.305, 0.105], [0.176, -0.174, 0.134], [0.096, 0.015, 0.188], [-0.226, -0.504, 0.622], [0.428, -1.965, 0.529], [-0.814, 1.206, 0.147], [-0.240, 0.021, -0.206], [-0.702, -0.436, -1.403], [-0.044, 0.049, 0.608], [0.192, -0.103, -1.609], [-0.096, 0.404, -0.126], [-0.218, 0.223, 0.211], [-0.090, -0.040, 0.333], [0.041, -0.214, 0.344], [0.267, -0.406, -0.037], [-1.121, 0.117, -2.622], [-0.631, 1.117, 1.610], [1.614, -1.045, 2.317], [-0.051, 0.204, -0.118], [-0.215, 0.099, 0.088], [0.012, -0.309, 0.080], [0.120, -0.207, -0.167]]}



{"formula": "C14H14ClNO", "method": "ωB97M-V/def2-TZVPD", "energy_ev": -30803.56593, "total_charge": 0, "smiles": "C[C@@H]1C[C@@H]2CC(=O)C=CN2c2ccc(Cl)cc21", "e_lumo_ha": 0.011, "e_homo_ev": -7.82, "symbols": ["C", "C", "C", "C", "C", "C", "O", "C", "C", "N", "C", "C", "C", "C", "Cl", "C", "C", "H", "H", "H", "H", "H", "H", "H", "H", "H", "H", "H", "H", "H", "H"], "coordinates": [[-0.770, -0.676, -2.795], [-0.379, -0.940, -1.360], [-1.581, -1.608, -0.666], [-0.968, -2.119, 0.666], [-2.041, -2.511, 1.797], [-1.341, -3.043, 3.092], [-1.648, -4.000, 3.710], [-0.147, -2.375, 3.566], [0.523, -1.517, 2.656], [0.083, -1.293, 1.329], [0.237, 0.009, 0.901], [0.589, 1.135, 1.800], [0.810, 2.377, 1.114], [0.705, 2.516, -0.328], [1.036, 4.054, -0.960], [0.323, 1.490, -1.082], [0.075, 0.241, -0.550], [-1.647, 0.056, -2.911], [-0.976, -1.673, -3.214], [0.082, -0.256, -3.373], [0.376, -1.615, -1.420], [-2.017, -2.390, -1.328], [-2.336, -0.865, -0.432], [-0.576, -3.179, 0.449], [-2.678, -3.350, 1.438], [-2.597, -1.586, 1.986], [0.335, -2.898, 4.433], [1.534, -1.126, 2.924], [0.637, 1.130, 2.865], [1.114, 3.290, 1.668], [0.169, 1.609, -2.170]], "atomic_forces_ev_per_a": [[-0.125, 1.144, -0.938], [-2.857, 2.151, -0.355], [1.486, 0.281, 1.259], [-1.255, -3.835, 1.793], [0.752, -0.114, -0.631], [0.917, 2.372, -1.409], [-2.149, -2.849, 0.853], [2.643, 1.923, -2.515], [-1.023, -2.809, 1.704], [-0.147, 0.316, 0.903], [0.555, 2.855, -1.453], [-0.516, 0.365, -4.528], [0.108, -0.742, -0.537], [0.633, 0.842, 4.636], [0.176, 0.949, -0.636], [-1.038, -1.863, -2.400], [0.285, -0.457, 3.003], [1.090, -1.250, 0.178], [-0.315, 0.585, -0.224], [-0.505, -0.206, 0.239], [2.450, -2.272, 0.146], [0.378, 0.245, 0.940], [-0.253, 0.218, -0.192], [0.377, 1.657, 0.083], [0.171, 0.841, 0.151], [-0.288, -0.344, 0.345], [-0.393, 1.183, -0.767], [-1.055, -0.028, -0.522], [0.004, -0.442, 0.457], [-0.329, -0.820, -0.290], [0.224, 0.103, 0.706]]}



{"formula": "C14H14ClNO2W", "method": "ωB97M-V/def2-TZVPD", "energy_ev": -34658.29637, "total_charge": 2, "spin_multiplicity": 3, "e_lumo_ha": [-0.378, -0.369], "e_homo_ev": [-15.79, -15.82], "symbols": ["Cl", "C", "C", "C", "H", "C", "C", "H", "H", "H", "C", "W", "C", "C", "O", "O", "H", "H", "H", "N", "C", "C", "C", "C", "C", "C", "H", "H", "H", "H", "H", "H", "H"], "coordinates": [[1.091, 3.989, -2.087], [0.826, -1.594, -1.291], [0.667, -2.264, -0.025], [1.470, -1.528, 0.934], [0.169, -3.224, 0.141], [2.075, -0.407, 0.259], [1.733, -0.483, -1.127], [1.980, 0.320, -1.836], [0.424, -1.931, -2.263], [1.657, -1.821, 1.980], [2.986, 0.651, 0.824], [-0.129, -0.309, 0.157], [-1.704, -1.338, 0.949], [-1.232, 0.259, -1.453], [-2.579, -1.715, 1.545], [-1.873, 0.716, -2.288], [2.769, 0.815, 1.879], [2.873, 1.596, 0.277], [4.023, 0.314, 0.744], [-0.245, 1.536, 1.337], [-1.395, 2.450, 1.238], [-2.720, 2.001, 1.311], [-3.724, 2.938, 0.944], [-3.399, 4.259, 0.664], [-2.078, 4.704, 0.768], [-1.079, 3.781, 1.065], [-0.184, 1.253, 2.306], [0.614, 2.011, 1.067], [-2.966, 0.986, 1.619], [-4.761, 2.618, 0.890], [-4.178, 4.977, 0.364], [-1.804, 5.753, 0.581], [-0.001, 4.063, 0.982]], "atomic_forces_ev_per_a": [[-0.027, -0.100, 0.080], [1.258, -1.930, -1.228], [2.486, -1.528, -0.878], [1.346, -1.650, -0.323], [0.118, 0.490, -0.053], [0.901, -0.471, 0.366], [-1.028, -0.204, 0.095], [-0.132, -0.680, 0.026], [0.106, 0.190, 0.806], [-0.431, 0.233, -0.527], [-0.289, -0.128, 0.185], [-3.243, 5.963, 1.894], [-0.692, 0.218, -0.152], [-2.553, 0.980, -2.464], [-0.060, -0.463, 0.014], [1.746, -1.165, 1.885], [0.150, 0.062, 0.043], [0.149, -0.201, 0.082], [-0.078, 0.099, -0.024], [-0.448, -0.743, -0.262], [-0.616, 0.220, 0.046], [0.038, 0.896, -0.703], [0.577, -0.722, 0.502], [-0.020, 0.546, -0.085], [0.031, 0.073, -0.011], [0.907, 0.511, -0.985], [0.542, -0.039, 0.655], [0.049, 0.471, 0.465], [-0.077, 0.190, -0.215], [0.159, 0.009, 0.124], [0.387, -0.512, 0.229], [-0.253, -0.587, 0.117], [-1.007, -0.027, 0.297]]}



- Which formula does entry 3 have?
  C14H14BrIN5O2SSc